w) Computed, not measured: C42H55As3F3N5S2Sc as an isolated structure, with ωB97M-V with the def2-TZVPD basis set.

Last column: Löwdin charge in e.
Cartesian coordinates (Å):
As1 0.7196 -3.0692 1.2016  1.090
As2 1.6290 -2.1357 -2.1766  1.061
As3 -0.3156 -6.9983 -3.3999  1.137
Sc1 0.9776 -0.4574 0.1431  0.220
S1 3.5847 -0.7893 0.5322  0.598
S2 2.1843 1.3473 -1.6601  0.656
F1 -6.2939 4.5628 2.4928  0.148
F2 -7.4120 4.0328 0.7207  0.145
F3 -6.0459 5.7117 0.6797  0.142
N1 1.6991 3.3304 -3.3538  0.116
N2 4.2477 0.5744 2.7665  0.051
N3 3.8771 1.8461 1.0436  0.044
N4 -0.1335 2.0133 -2.7643  0.118
N5 0.7088 0.3403 1.9143  0.003
C1 4.3514 1.9185 3.3362  -0.095
C2 1.1855 4.5410 1.2865  -0.080
C3 1.4528 5.3200 2.4072  -0.083
C4 -1.9374 0.9872 -0.3525  -0.136
C5 -4.3111 1.3578 0.1691  -0.007
C6 1.0381 3.4154 3.8169  -0.047
C7 -2.7794 3.2167 0.2450  -0.014
C8 1.3794 4.7541 3.6725  -0.068
C9 -0.9433 -3.3151 2.1786  -0.269
C10 -0.9937 0.2590 -0.6242  -0.123
C11 0.9065 4.0001 -4.1798  -0.288
C12 4.2177 2.8130 2.0840  -0.089
C13 1.5612 -4.0980 -2.1108  -0.327
C14 -6.2185 4.4660 1.1520  -0.588
C15 1.1917 2.3122 -2.6564  -0.727
C16 0.8494 3.2045 1.4328  -0.062
C17 0.0994 -0.4674 4.6859  -0.046
C18 -1.6256 -0.1652 6.3292  -0.077
C19 -1.9890 1.0298 5.7239  -0.066
C20 0.8282 -4.7674 0.2148  -0.322
C21 -3.8162 4.0604 0.5994  0.004
C22 -0.2499 0.7359 4.0811  -0.183
C23 -1.2966 1.4859 4.6117  -0.035
C24 -5.1010 3.5518 0.7311  -0.115
C25 -2.3819 2.1799 -3.6664  0.018
C26 -0.4495 3.6742 -4.3563  0.040
C27 0.4468 1.1657 2.8289  -0.295
C28 -0.0608 -5.5938 -4.7548  -0.359
C29 3.3806 -1.9519 -2.9981  -0.297
C30 0.7764 2.6269 2.6981  -0.171
C31 0.3911 -6.2591 -1.6896  -0.381
C32 -2.2426 -6.7239 -3.1328  -0.350
C33 -0.9692 2.6525 -3.6104  -0.240
C34 1.5273 5.1367 -4.9241  -0.013
C35 0.5155 -1.7473 -3.7295  -0.280
C36 -3.0171 1.8588 0.0152  -0.255
C37 -5.3491 2.2025 0.5221  0.006
C38 -0.9014 -4.0865 -1.4769  -0.086
C39 0.4509 -4.7712 -1.2821  -0.665
C40 3.9032 0.5977 1.4785  -0.807
C41 -0.5757 -0.9124 5.8113  -0.074
C42 2.0277 -3.4318 2.5930  -0.294
H1 -2.5388 -5.6772 -3.1425  0.007
H2 1.8490 -5.1386 0.3350  0.084
H3 -2.4138 1.1179 -3.9140  0.101
H4 1.4001 -6.6737 -1.6074  0.065
H5 -2.8672 2.3083 -2.6978  0.079
H6 -3.6305 5.1118 0.7724  0.127
H7 0.8564 5.5497 -5.6734  0.082
H8 -2.7675 -7.2455 -3.9323  0.015
H9 0.6418 2.5870 0.5660  0.069
H10 -6.3532 1.8155 0.6281  0.127
H11 -2.9392 2.7363 -4.4152  0.093
H12 0.7314 -0.7250 -4.0425  0.017
H13 -1.5815 2.4199 4.1427  0.119
H14 -0.9024 -4.2312 2.7672  0.037
H15 3.5044 -0.9252 -3.3374  0.014
H16 -0.2093 -6.8060 -0.9543  0.064
H17 -4.4944 0.3053 0.0023  0.122
H18 -0.5393 -1.8219 -3.4701  0.020
H19 1.7971 5.9220 -4.2162  0.095
H20 1.5852 5.3549 4.5488  0.110
H21 5.1557 3.3132 1.8421  0.126
H22 1.7098 6.3651 2.2947  0.108
H23 4.2488 -0.2799 3.2942  0.142
H24 0.9720 2.9813 4.8075  0.120
H25 -1.7686 -3.3738 1.4702  0.026
H26 2.1145 -2.5598 3.2377  -0.001
H27 1.2389 4.9804 0.2977  0.109
H28 -0.2866 -1.8419 6.2849  0.106
H29 3.4319 3.5574 2.1904  0.086
H30 3.6069 2.0712 0.0946  0.039
H31 4.1544 -2.1693 -2.2638  0.017
H32 1.5104 -4.4265 -3.1484  0.049
H33 2.4494 4.8014 -5.3968  0.093
H34 -1.6875 -4.6189 -0.9369  0.094
H35 0.1750 -5.4551 0.7575  0.083
H36 1.7289 -4.3007 3.1784  0.040
H37 0.9098 -1.0477 4.2612  0.086
H38 -0.8874 -3.0527 -1.1120  0.040
H39 2.9931 -3.6117 2.1235  0.020
H40 0.7483 -2.4294 -4.5467  0.029
H41 3.5429 2.0961 4.0469  0.108
H42 -2.1588 -0.5133 7.2039  0.106
H43 -1.7710 3.6016 0.1526  0.107
H44 -1.1835 -4.0542 -2.5277  0.054
H45 0.9895 -5.5148 -5.0334  0.015
H46 -1.1002 -2.4583 2.8335  0.016
H47 2.5383 -4.4138 -1.7331  0.087
H48 -1.0701 4.2169 -5.0530  0.125
H49 -2.5415 -7.1744 -2.1864  0.019
H50 -0.5005 1.2972 -2.1218  0.042
H51 3.4682 -2.6389 -3.8398  0.037
H52 -0.4391 -4.6172 -4.4569  -0.005
H53 -0.6118 -5.9233 -5.6362  0.021
H54 -2.8120 1.6101 6.1200  0.108
H55 5.3047 2.0570 3.8417  0.121

The orbital gap comes out at 8.0 eV. As for the total charge: +1. The LUMO energy is -2.35 eV. The value obtained for the HOMO energy is -10.318 eV.

***

x) Computed, not measured: C42H55As3F3N5S2Sc as an isolated structure, with ωB97M-V with the def2-TZVPD basis set.

Last column: Löwdin charge in e.
Cartesian coordinates (Å):
As1 3.5951 -0.8233 -0.2308  1.089
As2 1.4155 2.0429 -0.1772  1.039
As3 5.4859 4.4203 -2.7597  1.140
Sc1 0.7574 -0.8465 0.3765  0.474
S1 -1.9153 1.6972 0.4337  0.669
S2 1.7153 0.1049 2.7588  0.641
F1 -8.7694 -0.3317 0.5060  0.136
F2 -8.0413 1.0771 1.9883  0.120
F3 -8.6318 -0.9163 2.5929  0.144
N1 1.0637 -1.4845 4.8292  0.046
N2 0.4262 0.5761 5.0583  0.044
N3 1.4935 -2.7159 0.2667  -0.050
N4 -3.9921 2.8111 1.6755  0.110
N5 -4.1746 2.4935 -0.6360  0.100
C1 -1.3239 -3.7207 -3.3899  -0.052
C2 2.2419 -6.8761 0.9571  -0.074
C3 -3.9374 -1.3844 1.0240  -0.255
C4 2.6545 -7.6123 -0.1464  -0.080
C5 4.8692 0.6434 -0.5918  -0.324
C6 -6.1056 -0.8357 0.1111  -0.011
C7 -5.9565 3.4836 0.4762  0.022
C8 1.8016 -5.5733 0.7917  -0.031
C9 0.5892 -1.9874 -2.4024  -0.086
C10 3.6382 5.1106 -2.7480  -0.359
C11 -0.0512 -0.0400 6.2964  -0.104
C12 -5.2012 3.3338 1.6640  -0.302
C13 -0.5134 -4.1171 -2.3368  -0.013
C14 1.2601 -3.5925 -0.6146  -0.355
C15 -5.4116 3.0393 -0.6879  -0.276
C16 4.5420 -1.6630 1.2490  -0.294
C17 0.6298 3.0954 -1.6346  -0.298
C18 -6.0717 3.1053 -2.0235  -0.001
C19 -5.7681 3.7602 2.9783  -0.016
C20 5.4834 2.8109 -1.5783  -0.380
C21 -5.8014 -0.9494 2.4984  -0.005
C22 -1.1833 -2.4564 -3.9497  -0.071
C23 -6.6102 -0.6989 1.3970  -0.130
C24 4.2904 1.8748 -1.3071  -0.669
C25 0.4692 -1.4875 6.1660  -0.105
C26 1.1093 3.3275 1.2614  -0.318
C27 0.4493 -3.2502 -1.8273  -0.185
C28 3.6112 1.4453 -2.6122  -0.080
C29 1.7508 -5.0005 -0.4775  -0.188
C30 -4.7779 -1.1835 -0.0742  -0.019
C31 2.6389 -7.0374 -1.4093  -0.073
C32 1.0350 -0.2868 4.2488  -0.797
C33 -2.5300 -1.5343 0.8409  -0.173
C34 -0.2183 -1.5904 -3.4573  -0.065
C35 -3.4281 2.3896 0.5251  -0.789
C36 -8.0155 -0.2304 1.6149  -0.575
C37 4.1744 -2.0708 -1.6232  -0.260
C38 2.1813 -5.7389 -1.5781  -0.042
C39 3.3092 2.6089 -0.3778  -0.331
C40 5.3768 3.5459 -4.5210  -0.350
C41 -4.4762 -1.2951 2.3120  -0.009
C42 -1.3257 -1.4116 0.7061  -0.140
H1 0.0482 3.3971 1.4856  -0.012
H2 2.9865 -7.6072 -2.2619  0.107
H3 -1.1378 -0.0001 6.3541  0.122
H4 1.3925 -1.3291 -2.0625  0.052
H5 1.4868 4.3028 0.9554  0.038
H6 -5.4417 3.6477 -2.7312  0.095
H7 -6.2228 2.0984 -2.4196  0.092
H8 -2.0675 -4.4053 -3.7780  0.111
H9 1.6436 2.9969 2.1492  -0.007
H10 5.6103 -1.7109 1.0468  0.037
H11 5.2937 0.9455 0.3682  0.086
H12 4.1400 -2.6684 1.3671  0.023
H13 1.4689 -4.9799 1.6344  0.106
H14 3.2432 3.6548 -0.6737  0.047
H15 -6.2077 -0.8653 3.4984  0.126
H16 -3.8383 -1.4844 3.1648  0.117
H17 -0.0880 -0.6109 -3.9025  0.108
H18 3.7390 -3.0441 -1.4025  0.015
H19 -6.7523 -0.6697 -0.7405  0.118
H20 3.4020 5.5879 -1.7968  0.015
H21 5.6423 4.2845 -5.2771  0.014
H22 4.3264 0.9590 -3.2795  0.095
H23 3.7053 2.5979 0.6416  0.083
H24 1.5272 -2.2745 4.4176  0.150
H25 -0.4335 3.1858 -1.4344  -0.023
H26 -6.6470 4.3891 2.8548  0.082
H27 4.3657 -1.1039 2.1647  -0.006
H28 1.2177 -1.7218 6.9213  0.122
H29 2.2693 -7.3236 1.9431  0.104
H30 -0.6359 -5.0972 -1.8941  0.126
H31 0.2058 1.5152 4.7784  0.150
H32 -7.0348 3.6026 -1.9578  0.090
H33 2.8866 4.3564 -2.9754  -0.010
H34 -6.0545 2.8690 3.5413  0.089
H35 5.2588 -2.1508 -1.6159  0.038
H36 5.6809 0.2212 -1.1863  0.082
H37 4.3840 3.1602 -4.7507  0.009
H38 1.0792 4.0862 -1.6608  0.021
H39 6.3111 2.2266 -1.9947  0.066
H40 0.3609 0.4680 7.1657  0.121
H41 -0.3323 -2.2200 6.2327  0.121
H42 -4.3803 -1.2896 -1.0754  0.119
H43 -6.9416 3.9249 0.4929  0.123
H44 -3.7393 2.1392 -1.4738  0.137
H45 2.1598 -5.2958 -2.5670  0.119
H46 6.1005 2.7328 -4.5837  0.019
H47 5.8480 3.1828 -0.6162  0.065
H48 3.6016 5.8793 -3.5207  0.022
H49 -5.0082 4.2823 3.5568  0.087
H50 2.9802 -8.6377 -0.0242  0.106
H51 2.8005 0.7390 -2.4041  0.038
H52 3.1842 2.3016 -3.1319  0.049
H53 0.7634 2.5999 -2.5954  0.022
H54 3.8427 -1.7502 -2.6096  0.028
H55 -1.8202 -2.1489 -4.7688  0.107

The orbital gap comes out at 7.6 eV. As for the total charge: +1. The LUMO energy is -2.12 eV. The value obtained for the HOMO energy is -9.754 eV.

***

Verdict on stability: x) comes out at the bottom.

***

w) Computed, not measured: one molecule with the formula C10H13NO2, with ωB97M-V with the def2-TZVPD basis set.

Last column: natural (NBO) charge in e.
Cartesian coordinates (Å):
O1 -4.4810 -3.4562 -2.7587  -0.561
O2 0.8729 0.2727 1.1919  -0.452
N1 -3.7184 -2.9473 -1.6873  -0.116
C1 -2.8477 -1.9519 -2.3582  0.016
C2 -1.0408 -0.3718 -1.7328  -0.150
C3 1.6253 1.2177 0.8559  -0.081
C4 3.4765 2.8943 1.7098  -0.627
C5 -1.7864 -1.5967 0.0109  -0.195
C6 -0.2042 0.2588 -0.9942  -0.326
C7 0.0956 -0.2137 0.1584  0.313
C8 -1.8412 -1.4501 -1.2985  -0.106
C9 2.5199 1.6390 1.9652  -0.395
C10 -0.7916 -1.1348 0.8035  -0.212
H1 2.9320 3.8807 1.5622  0.220
H2 0.4188 1.0086 -1.1292  0.221
H3 -2.3893 -2.5292 0.3818  0.220
H4 -5.0818 -3.9573 -2.2082  0.470
H5 -1.1341 -0.0231 -2.6630  0.196
H6 -0.6975 -1.7380 1.8745  0.242
H7 2.2827 1.1376 0.0858  0.157
H8 -3.0567 -1.4550 -3.3039  0.216
H9 3.1682 0.9480 2.5000  0.210
H10 1.9489 1.9680 3.0042  0.182
H11 4.3471 2.8515 2.6260  0.217
H12 4.1577 2.5383 0.8476  0.201
H13 1.2250 2.2097 0.5565  0.138

Its structure (SMILES) is CCCOc1ccc(/C=N/O)cc1. The orbital gap comes out at 8.2 eV. The LUMO energy is 0.05 eV. The value obtained for the HOMO energy is -8.117 eV.

***

x) Computed, not measured: one molecule with the formula C10H13NO2, with ωB97M-V with the def2-TZVPD basis set.

Last column: natural (NBO) charge in e.
Cartesian coordinates (Å):
O1 1.2849 2.0292 -0.4817  -0.733
O2 -1.2634 -1.0600 -1.3627  -0.553
N1 -1.4971 0.4136 0.3987  -0.452
C1 2.3977 -1.5864 0.6198  -0.269
C2 -1.7120 1.7195 0.8108  -0.460
C3 0.7316 -0.0630 -0.4332  -0.071
C4 -2.6980 -0.2147 0.0437  -0.289
C5 1.0266 -1.2664 0.2969  -0.164
C6 -2.2952 -1.5678 -0.3349  -0.087
C7 3.3035 0.4376 -0.5783  -0.328
C8 -0.7227 0.1521 -0.8869  0.227
C9 3.5336 -0.8707 0.0768  -0.172
C10 1.9299 0.6856 -0.6025  0.338
H1 2.8974 -2.3514 1.3517  0.226
H2 -0.7320 0.7625 -1.7417  0.196
H3 3.9597 1.2216 -0.5004  0.221
H4 0.2447 -1.8485 0.8077  0.220
H5 -2.9463 -2.4541 -1.0450  0.235
H6 -1.9759 1.8650 1.8322  0.217
H7 4.4797 -1.1810 0.5049  0.211
H8 -3.4802 -0.6580 0.8441  0.208
H9 -0.8755 2.4962 0.8836  0.236
H10 -1.8172 -2.2160 0.6060  0.193
H11 -2.1144 2.4918 0.1261  0.186
H12 -3.5693 0.3497 -0.5860  0.198
H13 1.9099 2.7137 -0.6495  0.468

Its structure (SMILES) is CN1CCO[C@@H]1c1ccccc1O. The orbital gap comes out at 9.1 eV. The LUMO energy is 0.75 eV. The value obtained for the HOMO energy is -8.328 eV.

***

Verdict on stability: w) comes out at the bottom.

***

w) Computed, not measured: one molecule with the formula C6H7I, with ωB97M-V with the def2-TZVPD basis set.

Last column: natural (NBO) charge in e.
Cartesian coordinates (Å):
I1 3.7142 0.1240 -0.0221  0.184
C1 -0.5326 0.2552 0.7437  -0.321
C2 0.7155 -1.5929 -0.5127  -0.654
C3 0.7466 -0.3303 0.3757  -0.041
C4 1.8338 0.3635 0.6623  -0.396
C5 -1.4819 0.7650 0.0170  0.119
C6 -2.4498 1.4189 -0.4901  -0.478
H1 -0.6759 0.3843 1.7855  0.234
H2 -2.4511 2.4728 -0.5864  0.224
H3 0.0347 -2.4680 -0.1313  0.224
H4 1.7500 -2.0580 -0.6020  0.224
H5 1.6141 1.3343 1.2162  0.228
H6 0.4985 -1.5196 -1.5330  0.231
H7 -3.3161 0.8508 -0.9230  0.222

Its structure (SMILES) is C=C=C/C(C)=C/I. The orbital gap comes out at 9.3 eV. The LUMO energy is 0.64 eV. The value obtained for the HOMO energy is -8.647 eV.

***

x) Computed, not measured: one molecule with the formula C6H7I, with ωB97M-V with the def2-TZVPD basis set.

Last column: natural (NBO) charge in e.
Cartesian coordinates (Å):
I1 1.5690 1.5108 -3.2889  0.098
C1 -0.7649 -1.1698 0.5587  0.088
C2 0.1013 1.2037 0.9492  -0.468
C3 -1.2379 -2.3993 0.3272  -0.474
C4 1.0786 0.7489 -1.2534  -0.297
C5 0.1458 -0.2275 0.8634  -0.274
C6 0.4253 1.4644 -0.4318  -0.257
H1 0.7548 1.5770 1.7134  0.247
H2 -1.4532 -2.7217 -0.7437  0.216
H3 -1.9372 -2.8449 1.0508  0.222
H4 -1.0166 1.4928 1.0639  0.224
H5 1.1848 -0.4121 -0.8761  0.242
H6 0.0147 2.4064 -0.7692  0.213
H7 1.1356 -0.6288 0.8366  0.222

Its structure (SMILES) is C=C=CC/C=C/I. The orbital gap comes out at 9.0 eV. The LUMO energy is 0.20 eV. The value obtained for the HOMO energy is -8.839 eV.

***

Verdict on stability: x) comes out at the bottom.